81
Properties=species:S:1:pos:R:3:forces:R:3:lowdin_charge:R:1 method="wB97M-V/def2-TZVPD" charge=+1 energy_ev=-49749.2927 homo_energy_ev=-10.77 e_above_lowest_kj_mol=0.0 homo_lumo_gap_ev=5.576 mol_weight_da=482.62
C 6.238 -4.417 -1.544 -1.1 0.2 -0.6 -0.23
P 6.475 -2.572 -1.547 1.8 0.5 1.4 0.90
O 6.989 -2.260 -3.083 -0.8 -0.5 0.4 -0.28
O 4.953 -1.832 -1.381 -0.7 -1.3 -1.4 -0.22
C 4.039 -2.111 -2.370 0.6 0.9 -0.7 -0.44
O 4.063 -1.574 -3.448 -0.3 -0.5 1.3 0.15
C 2.988 -3.161 -2.067 0.1 0.4 -0.2 -0.06
C 2.092 -3.451 -3.081 0.1 0.5 -0.7 0.06
C 1.146 -4.404 -2.884 -0.5 -0.2 -0.4 0.00
N 1.100 -5.042 -1.714 -0.8 -0.8 0.3 0.13
C 1.919 -4.775 -0.705 0.5 -0.1 0.9 0.00
C 2.879 -3.825 -0.861 1.0 0.9 0.1 0.03
H 6.646 -4.796 -0.607 0.1 0.1 -0.1 0.04
H 6.747 -4.838 -2.416 0.1 0.1 0.2 0.05
H 5.197 -4.759 -1.607 0.2 0.0 0.0 0.02
H 7.952 -2.226 -2.995 0.0 0.3 -0.3 0.06
H 2.118 -2.943 -4.038 0.2 0.1 0.1 0.15
H 0.425 -4.669 -3.646 0.0 -0.1 0.2 0.16
H 0.402 -5.765 -1.572 0.0 0.1 -0.1 0.19
H 1.864 -5.308 0.236 -0.5 -0.2 -0.2 0.16
H 3.579 -3.570 -0.075 -0.2 -0.2 0.1 0.15
C 0.161 1.049 1.686 -0.2 -0.2 0.1 -0.07
C 0.953 0.179 0.729 0.0 0.3 0.0 -0.28
O 0.873 -1.211 1.022 0.3 -0.4 -0.1 -0.18
C -0.424 -1.783 0.991 -0.1 0.1 0.0 -0.28
C -1.110 -1.663 -0.360 0.0 0.0 0.0 -0.07
H 0.497 0.890 2.712 0.0 0.0 0.0 0.09
H 0.289 2.102 1.435 0.0 0.0 0.0 0.09
H -0.906 0.825 1.653 0.0 0.1 0.0 0.06
H 2.009 0.443 0.796 0.0 -0.2 0.0 0.12
H 0.652 0.366 -0.308 -0.1 0.0 0.0 0.11
H -1.047 -1.357 1.783 -0.1 0.0 -0.1 0.10
H -0.297 -2.842 1.232 0.1 0.0 0.1 0.11
H -1.268 -0.625 -0.649 -0.1 0.0 0.0 0.07
H -2.083 -2.155 -0.335 0.0 0.0 0.0 0.08
H -0.501 -2.131 -1.141 0.0 0.0 0.0 0.06
C -4.962 1.432 4.965 0.2 0.0 0.1 -0.07
C -4.616 0.939 3.571 -0.2 0.0 0.1 -0.27
O -3.260 0.547 3.423 0.3 0.0 -0.2 -0.17
C -2.818 -0.507 4.260 -0.1 0.0 0.1 -0.28
C -3.588 -1.803 4.065 -0.1 0.0 0.0 -0.08
H -4.325 2.273 5.241 -0.1 0.0 0.0 0.08
H -6.004 1.754 5.003 0.0 0.0 0.0 0.07
H -4.826 0.655 5.719 -0.1 0.0 0.0 0.07
H -4.775 1.748 2.858 0.2 0.0 -0.1 0.12
H -5.282 0.124 3.269 0.0 0.0 0.1 0.11
H -2.839 -0.193 5.309 0.0 -0.1 0.0 0.11
H -1.768 -0.677 4.010 0.0 0.2 -0.1 0.10
H -4.644 -1.692 4.308 0.0 0.0 0.1 0.07
H -3.178 -2.586 4.704 0.0 0.0 0.0 0.08
H -3.523 -2.131 3.025 0.0 0.0 0.0 0.07
C -6.687 7.275 3.760 0.0 0.0 0.1 -0.08
C -6.086 5.890 3.925 -0.1 0.0 -0.1 -0.29
O -5.310 5.738 5.100 0.2 -0.1 0.0 -0.17
C -5.986 5.947 6.329 -0.1 0.0 0.1 -0.28
C -7.156 5.004 6.552 0.0 -0.1 -0.1 -0.08
H -5.902 8.033 3.759 0.0 0.0 0.0 0.08
H -7.237 7.339 2.820 0.0 0.0 0.0 0.08
H -7.379 7.520 4.567 -0.1 0.0 0.0 0.07
H -5.409 5.694 3.092 0.1 0.0 0.1 0.12
H -6.865 5.120 3.881 -0.1 0.0 0.0 0.10
H -6.305 6.991 6.414 -0.1 0.0 0.0 0.11
H -5.244 5.787 7.111 0.1 0.0 -0.1 0.12
H -7.933 5.129 5.796 0.0 0.1 0.1 0.07
H -7.608 5.184 7.527 0.0 0.0 0.0 0.08
H -6.820 3.966 6.509 0.0 0.0 0.0 0.07
C 4.695 0.553 -8.894 -0.1 0.0 0.1 -0.08
C 6.079 0.247 -8.346 -0.1 -0.1 -0.1 -0.28
O 6.229 0.542 -6.969 0.2 0.1 0.1 -0.15
C 5.371 -0.149 -6.081 -0.1 0.0 0.0 -0.28
C 5.520 -1.659 -6.134 0.1 -0.1 -0.4 -0.08
H 4.447 1.603 -8.735 0.0 0.0 0.0 0.08
H 4.657 0.342 -9.963 0.0 0.0 0.0 0.08
H 3.922 -0.045 -8.409 0.0 -0.1 -0.1 0.06
H 6.812 0.863 -8.867 0.1 0.0 0.1 0.12
H 6.354 -0.795 -8.544 -0.1 0.0 0.0 0.11
H 4.329 0.146 -6.253 0.0 -0.1 0.0 0.11
H 5.629 0.199 -5.080 0.1 0.1 -0.1 0.11
H 5.267 -2.064 -7.116 0.0 0.0 0.0 0.07
H 4.868 -2.126 -5.404 0.0 0.0 0.0 0.04
H 6.549 -1.947 -5.917 0.0 0.0 0.0 0.08